# 1
26
Properties=species:S:1:pos:R:3 method="wB97M-V/def2-TZVPD" lumo_ev=-3.46 energy_ha=-774.4812 e_homo_ev=-12.6 homo_lumo_gap_ha=0.334 e_above_lowest_kcal_mol=0.0 total_charge=+1
C 1.8299 2.8505 -0.5503
C 1.5750 -3.4497 0.3594
C -2.4571 0.4850 0.0641
C -1.6823 -0.7988 0.2647
C 1.6410 1.3079 1.1891
C 0.5010 -1.6398 -0.6743
N 1.3759 2.3907 0.6709
N -1.8673 1.6028 0.8119
N -0.4612 -0.7652 -0.5943
O 0.4309 -2.6621 0.1565
I 3.2183 -0.1228 0.5369
H 2.3379 3.7813 -0.3922
H 2.5617 2.1230 -0.8509
H 2.5355 -3.0876 -0.1039
H 1.3933 -4.5488 0.2820
H 1.7930 -3.2703 1.4458
H -2.3574 0.8037 -1.0625
H -3.4512 0.1697 0.1161
H -2.3100 -1.7211 -0.1084
H -1.3834 -0.8426 1.4160
H 1.1671 0.9493 2.1408
H 1.2257 -1.3504 -1.4825
H -2.3732 2.4798 0.6974
H -0.3743 0.0585 -1.2407
H 0.8203 2.9297 -1.0786
H -1.9178 1.4144 1.8016

=====

# 2
25
Properties=species:S:1:pos:R:3 method="wB97M-V/def2-TZVPD" lumo_ev=3.18 energy_ha=-740.4438 e_homo_ev=-3.7 homo_lumo_gap_ha=0.253 e_above_lowest_kcal_mol=89.3 total_charge=-1
I -0.8228 -3.1792 -2.1976
C -3.8218 -0.3682 3.0184
O -2.8258 0.4618 2.4254
C -1.8148 -0.2762 1.7744
C -1.0828 0.5708 0.7054
N 0.0502 -0.1542 0.0324
C 0.6982 0.7808 -0.9246
C 2.0662 0.1348 -1.2986
O 2.6662 0.9208 -2.2516
C 4.0292 0.4008 -2.5476
H -4.4508 -0.5902 2.2454
H -4.4828 0.1258 3.7944
H -3.4228 -1.2662 3.4844
H -2.1358 -1.0252 1.1704
H -1.0888 -0.8092 2.5524
H -0.7888 1.3848 1.3114
H -1.8538 0.7828 0.0304
H 0.0142 -0.9372 -0.5586
H 0.9652 1.9108 -0.7016
H 0.1532 0.7868 -1.7066
H 1.6742 -0.7522 -1.8946
H 2.8052 -0.0632 -0.4556
H 4.5362 0.2688 -1.7876
H 4.7592 1.1568 -2.7796
H 4.1752 -0.2652 -3.4396

=====

# 3
28
Properties=species:S:1:pos:R:3 method="wB97M-V/def2-TZVPD" lumo_ev=0.04 energy_ha=-6092.1963 e_homo_ev=-7.0 homo_lumo_gap_ha=0.259 total_charge=0
Mg 0.0543 -0.6082 0.6755
Se 0.2850 -0.3779 3.1502
Te -1.7461 -1.8221 3.5091
Te -1.0974 -3.8621 1.8647
Se -1.0835 -2.6077 -0.3200
C 4.2318 -1.1036 -0.5336
C 2.8961 -1.3812 0.0844
C 2.6343 -2.6503 0.8234
O 2.0138 -0.5317 -0.0423
H 4.9280 -1.9270 -0.4054
H 4.6436 -0.2003 -0.0799
H 4.0928 -0.8941 -1.5949
H 3.5298 -3.2495 0.9640
H 1.8872 -3.2164 0.2560
H 2.1695 -2.4230 1.7874
C -1.5931 3.7816 -1.1639
Sb -1.2023 1.7816 -0.5487
C -2.7445 1.6084 0.9290
C -2.3193 0.7837 -2.0810
H -2.6637 3.8548 -1.3489
H -1.0400 4.0108 -2.0739
H -1.3001 4.4782 -0.3798
H -3.6854 1.9548 0.5020
H -2.4914 2.2002 1.8075
H -2.8542 0.5675 1.2390
H -3.3142 1.2251 -2.1404
H -2.4106 -0.2740 -1.8341
H -1.8205 0.8825 -3.0454